No. 1
78
Properties=species:S:1:pos:R:3:forces:R:3:lowdin_charge:R:1 method="wB97M-V/def2-TZVPD" e_homo_ev=-4.75 lumo_ev=1.13 charge=-1 homo_lumo_gap_ha=0.2159
Tc 0.235013 0.584140 -0.099480 0.671 -0.474 0.206 -0.034
C -2.445667 -2.445764 -0.597860 -0.092 -0.074 -0.048 -0.278
C -2.904050 -1.140729 0.064044 0.093 -0.074 0.074 -0.361
P -2.188371 0.439864 -0.517463 -0.086 0.136 0.067 0.909
C -3.366212 1.640369 0.222984 0.065 -0.015 -0.004 -0.383
C -3.413758 2.935082 -0.287857 0.030 0.082 -0.026 -0.131
C -4.247894 3.885072 0.271511 -0.067 0.004 -0.004 -0.095
C -5.056899 3.555802 1.350969 0.026 -0.002 -0.021 -0.094
C -5.022379 2.269729 1.862130 0.046 0.055 -0.045 -0.086
C -4.178542 1.320460 1.303862 -0.197 -0.129 -0.042 -0.168
C -2.762797 0.599990 -2.255851 -0.158 -0.164 0.030 -0.354
C -2.286743 1.616094 -3.079292 0.090 0.044 0.048 -0.168
C -2.784568 1.789121 -4.357470 0.004 -0.017 -0.051 -0.071
C -3.759331 0.931135 -4.850009 0.020 0.037 0.016 -0.089
C -4.250873 -0.077433 -4.040417 0.013 0.006 0.047 -0.083
C -3.765495 -0.229995 -2.746849 -0.020 0.025 -0.060 -0.082
C -0.964020 -2.607270 -0.952341 0.022 -0.003 -0.059 -0.347
P 0.251242 -1.801481 0.156345 0.068 0.333 -0.015 0.869
C 1.806419 -2.616842 -0.397011 -0.132 -0.077 0.067 -0.357
C 2.728314 -3.108334 0.521597 0.074 0.011 0.155 -0.098
C 3.918456 -3.682033 0.099538 0.001 0.013 -0.048 -0.085
C 4.202017 -3.783725 -1.253575 -0.049 0.014 0.031 -0.091
C 3.283243 -3.308693 -2.178252 0.082 -0.016 0.026 -0.078
C 2.098669 -2.729505 -1.754673 -0.074 0.058 -0.106 -0.122
C 0.030399 -2.576744 1.793836 -0.095 -0.081 -0.027 -0.358
C -0.686468 -3.756236 1.975905 0.057 -0.033 0.035 -0.082
C -0.817009 -4.317144 3.238682 0.015 0.013 -0.055 -0.083
C -0.209369 -3.716921 4.330555 -0.003 -0.023 0.025 -0.086
C 0.529486 -2.557181 4.155709 -0.047 0.018 0.008 -0.075
C 0.639617 -1.988206 2.898396 -0.059 0.095 -0.014 -0.166
H -3.011686 -2.616829 -1.516314 0.011 0.022 0.026 0.092
H -2.743041 -3.242660 0.085464 0.011 -0.044 -0.002 0.093
H -2.626478 -1.160841 1.124105 0.001 -0.002 -0.093 0.025
H -3.995546 -1.081685 0.032502 0.053 -0.021 -0.027 0.086
H -2.780162 3.223855 -1.115664 0.023 -0.022 0.025 0.085
H -4.255949 4.888940 -0.131498 -0.010 0.031 -0.002 0.103
H -5.703627 4.301631 1.793990 -0.014 0.020 0.012 0.099
H -5.634327 2.000856 2.711782 -0.042 -0.005 0.041 0.103
H -4.149264 0.334147 1.745646 -0.068 0.114 -0.105 0.051
H -1.518221 2.290472 -2.723267 0.045 -0.039 0.021 0.027
H -2.393847 2.587265 -4.974478 0.001 0.016 -0.024 0.107
H -4.134576 1.054913 -5.856406 -0.019 0.006 -0.049 0.098
H -5.020188 -0.745594 -4.404858 -0.018 -0.013 -0.012 0.099
H -4.194357 -1.000410 -2.124014 -0.008 -0.027 0.022 0.085
H -0.761386 -2.121392 -1.913765 -0.036 -0.030 0.037 0.037
H -0.723649 -3.666781 -1.082621 -0.012 0.056 0.036 0.092
H 2.536731 -3.037493 1.585082 -0.021 0.001 -0.062 0.095
H 4.624941 -4.040019 0.836747 0.028 -0.023 0.003 0.100
H 5.132980 -4.224041 -1.583532 0.036 -0.013 -0.025 0.098
H 3.495326 -3.368548 -3.236843 0.010 -0.011 -0.044 0.103
H 1.417905 -2.335137 -2.497637 0.010 -0.024 0.044 0.046
H -1.134735 -4.259386 1.132264 -0.049 -0.024 -0.082 0.091
H -1.388358 -5.227171 3.364240 -0.021 -0.033 0.013 0.098
H -0.314704 -4.152865 5.314885 0.004 -0.012 0.042 0.099
H 0.998976 -2.071653 4.999665 0.030 0.014 0.043 0.108
H 1.198428 -1.068255 2.783284 0.011 0.016 -0.027 0.018
S 2.345913 0.433366 0.793419 -0.324 0.164 -0.105 0.594
C 3.438131 1.811827 0.695201 0.065 0.015 0.076 -0.612
C 4.778443 1.405300 0.681551 -0.110 -0.021 0.005 -0.087
C 5.817933 2.306305 0.599060 0.234 -0.044 -0.046 -0.184
C 7.175631 1.819646 0.605016 -0.338 0.198 0.004 -0.170
N 8.254825 1.430387 0.625313 0.184 -0.095 0.001 0.160
C 5.539904 3.677255 0.512382 0.276 0.091 0.017 -0.188
C 4.223333 4.090561 0.499096 -0.104 0.027 -0.007 -0.067
C 3.167930 3.184308 0.599099 0.113 -0.167 0.000 -0.611
S 1.572701 3.914046 0.711489 -0.134 0.036 -0.118 0.504
C 6.599598 4.649195 0.427041 -0.281 -0.267 -0.015 -0.174
N 7.434993 5.433512 0.359752 0.136 0.144 0.009 0.157
H 5.001137 0.347915 0.726984 -0.009 -0.022 0.024 0.112
H 4.003209 5.144660 0.402179 -0.035 0.007 -0.013 0.115
S 3.701666 2.104314 -2.796394 0.428 -0.086 0.120 -0.232
Sb 1.510022 2.394030 -3.030353 -0.372 0.325 -0.284 0.324
S 0.392184 2.925506 -0.679448 0.083 0.050 0.041 -0.066
S 0.562549 0.220733 -2.363385 -0.258 -0.034 0.034 -0.014
Cl 0.906415 1.488982 3.700609 -0.026 0.044 0.048 0.171
Si -0.545102 1.350818 2.177935 -0.033 0.064 -0.200 -0.606
Cl -2.013280 0.215452 3.227407 0.241 -0.117 0.245 0.243
Cl -1.401772 3.267917 2.299620 0.008 -0.033 0.139 0.221

No. 2
77
Properties=species:S:1:pos:R:3:forces:R:3:lowdin_spin:R:1 method="wB97M-V/def2-TZVPD" e_homo_ev="-12.69 / -12.69" lumo_ev="-7.27 / -10.05" charge=+2 homo_lumo_gap_ha="0.1989 / 0.0968" spin_multiplicity=2
Ir -0.573200 -0.772916 -0.510355 -0.061 -0.762 -0.141 -0.001
C -1.089950 2.419722 -3.382370 -0.031 0.039 0.025 0.000
C -0.646063 1.220648 -2.825854 0.117 0.031 -0.023 0.000
N -1.018481 0.878562 -1.604033 -0.129 0.267 0.651 0.000
C -1.867378 1.701245 -0.920538 -0.022 -0.031 -0.147 0.000
C -2.269479 2.886477 -1.505443 -0.024 -0.017 0.037 0.000
N -1.880111 3.250400 -2.723956 0.023 -0.031 -0.044 0.000
C -2.335451 1.213922 0.403514 -0.068 0.046 0.017 0.001
C -3.041875 1.924646 1.358594 0.043 0.052 0.095 -0.002
C -3.298971 1.315652 2.590733 0.058 -0.053 -0.110 0.001
C -2.875263 0.010706 2.833015 -0.036 -0.004 0.026 -0.002
C -2.191846 -0.660822 1.832842 0.007 -0.098 -0.002 0.001
N -1.971462 -0.044990 0.672910 -0.036 0.122 -0.290 -0.002
C -1.576648 -2.005684 1.894633 -0.060 -0.086 0.050 0.000
C -1.801339 -2.929411 2.896990 -0.001 0.035 -0.009 0.000
N -1.220018 -4.123358 2.901579 0.030 -0.055 -0.018 0.000
C -0.406332 -4.409108 1.898567 -0.069 0.027 0.055 0.000
C -0.158238 -3.502475 0.870296 0.080 -0.029 -0.011 0.000
N -0.739362 -2.315454 0.875606 0.158 0.394 0.020 0.000
C -3.967056 2.083920 3.673091 -0.013 0.020 0.008 -0.016
C -5.050095 2.917418 3.389594 -0.151 0.051 -0.053 0.053
C -5.659409 3.635533 4.415521 0.150 -0.113 0.015 0.084
N -5.113532 3.445247 5.585952 -0.070 0.080 0.118 0.694
C -4.111086 2.717512 5.998012 -0.053 0.001 -0.183 0.084
C -3.497783 1.985337 4.984518 0.115 -0.002 0.138 0.054
H -0.783158 2.703023 -4.381034 -0.003 0.005 0.000 0.000
H 0.018351 0.545478 -3.348029 0.002 0.022 0.008 0.000
H -2.929808 3.570331 -0.986216 -0.013 -0.007 -0.004 0.000
H -3.309268 2.957204 1.181280 -0.023 -0.005 0.028 0.000
H -3.051055 -0.470660 3.784695 -0.010 0.028 0.011 0.000
H -2.464679 -2.711053 3.724973 -0.017 0.010 -0.014 0.000
H 0.070168 -5.380714 1.900686 0.008 0.003 -0.006 0.000
H 0.515319 -3.723292 0.054148 0.017 0.015 0.016 0.000
H -5.469916 3.002254 2.396039 0.025 -0.011 -0.005 0.007
H -6.518621 4.287759 4.311933 -0.011 0.004 -0.009 0.018
H -3.810729 2.736003 7.039237 0.012 -0.004 0.009 0.018
H -2.631931 1.390334 5.245468 -0.005 -0.013 -0.029 0.007
C 4.092343 2.404820 -0.295003 0.005 -0.012 -0.013 0.000
C 5.011304 1.439041 -1.042605 0.018 0.014 0.004 0.000
C 5.675607 2.211888 -2.192442 -0.002 -0.020 0.020 0.000
C 6.086052 0.923817 -0.074215 -0.023 0.002 0.001 0.000
C 4.248602 0.243514 -1.605991 -0.012 -0.015 -0.051 0.000
C 4.919415 -0.644080 -2.475540 -0.015 0.027 -0.006 0.000
C 4.288351 -1.696438 -3.095451 -0.003 -0.009 -0.012 0.000
C 2.938231 -1.894641 -2.819741 0.004 -0.003 0.013 0.000
S 1.836879 -3.030507 -3.540491 0.052 -0.007 -0.049 0.000
C 0.570381 -2.390533 -2.595398 -0.069 0.098 0.081 0.000
N 0.933789 -1.440046 -1.756328 -0.001 -0.104 -0.060 0.000
C 2.275733 -1.086095 -1.898736 0.000 -0.013 -0.035 0.000
C 2.921700 -0.001652 -1.301473 0.022 -0.006 0.008 0.000
C -0.846597 -2.716707 -2.643066 0.026 -0.111 0.019 0.000
C -1.416023 -3.668714 -3.484742 0.024 0.010 -0.001 0.000
C -2.781633 -3.886073 -3.436393 -0.024 0.024 0.026 0.000
C -3.564184 -3.158681 -2.545962 0.023 -0.016 -0.032 0.000
C -2.990706 -2.209120 -1.706433 -0.014 0.069 -0.059 0.000
C -1.624608 -1.962294 -1.749815 -0.058 -0.022 0.092 0.000
H 4.681334 3.250096 0.062057 -0.007 0.004 0.009 0.000
H 3.622353 1.939373 0.570397 0.008 0.013 0.008 0.000
H 3.313635 2.800569 -0.953017 -0.008 -0.004 0.006 0.000
H 6.206964 3.076185 -1.792296 -0.002 0.004 0.001 0.000
H 4.928962 2.570993 -2.903588 0.003 0.005 -0.004 0.000
H 6.400063 1.607908 -2.737799 0.007 0.006 0.005 0.000
H 6.643906 1.763914 0.341974 0.004 -0.001 0.002 0.000
H 6.797338 0.265754 -0.575089 -0.004 -0.007 -0.004 0.000
H 5.630524 0.371989 0.749874 0.009 0.003 0.007 0.000
H 5.965756 -0.479633 -2.691975 0.004 0.001 0.010 0.000
H 4.820061 -2.333190 -3.789295 -0.001 -0.003 0.004 0.000
H 2.372294 0.635996 -0.623501 0.019 -0.010 -0.022 0.000
H -0.797094 -4.234358 -4.171455 -0.007 -0.006 -0.001 0.000
H -3.237018 -4.619884 -4.086408 -0.003 -0.004 0.004 0.000
H -4.631043 -3.335885 -2.503949 -0.003 -0.001 -0.006 0.000
H -3.625463 -1.661258 -1.017852 -0.011 -0.003 -0.007 0.000
O 2.434595 0.792565 2.310329 0.031 0.043 0.088 0.000
Cl 1.454967 -0.178941 2.005622 -0.163 -0.091 0.084 0.000
O 0.625090 -0.489763 3.134239 -0.052 0.017 0.063 0.000
O 2.003799 -1.363939 1.434039 0.110 -0.142 -0.043 0.000
O 0.540127 0.434650 0.970885 0.172 0.336 -0.375 0.000

No. 3
79
Properties=species:S:1:pos:R:3:forces:R:3:lowdin_charge:R:1 method="wB97M-V/def2-TZVPD" e_homo_ev=-13.68 lumo_ev=-6.98 charge=+2 homo_lumo_gap_ha=0.2461
Re 0.819936 0.432842 0.607283 -0.250 0.332 0.051 1.478
F -2.366888 -5.094625 3.460150 0.025 -0.001 -0.008 0.122
C -1.999839 -4.786568 2.223347 0.069 0.043 -0.075 -0.186
C -0.750815 -4.418668 1.934833 -0.223 -0.112 0.146 0.051
N -0.380313 -4.098422 0.638708 0.068 -0.228 -0.112 -0.007
C 0.909410 -3.529717 0.357207 -0.030 0.037 -0.152 -0.020
C 0.859121 -2.045712 0.572862 0.048 0.089 -0.305 -0.505
O 1.719835 -1.243464 0.011386 0.244 -0.441 -0.206 -0.110
O -0.039925 -1.467046 1.215915 -0.081 -0.043 0.177 -0.036
C -1.293419 -4.087935 -0.410519 -0.082 0.187 0.169 -0.460
O -0.992782 -3.686047 -1.513284 0.048 0.080 -0.114 0.095
N -2.551561 -4.521429 -0.078035 0.053 -0.035 -0.076 0.236
C -3.042715 -4.853707 1.187412 0.096 -0.006 0.177 -0.397
O -4.194678 -5.131445 1.375218 -0.040 0.012 -0.024 0.143
H 0.017556 -4.364702 2.693491 -0.008 -0.024 0.002 0.154
H 1.142308 -3.685748 -0.698359 0.034 -0.031 0.085 0.153
H 1.702349 -3.990153 0.950623 -0.073 0.059 0.068 0.161
H -3.224033 -4.536264 -0.834378 0.004 0.002 0.000 0.181
S -0.754868 -0.301863 -4.008873 0.016 0.057 0.172 0.943
C -0.623070 0.147520 -2.548766 -0.180 -0.066 -0.252 -0.712
N -0.464633 0.446316 -1.377532 0.652 -0.337 0.070 -0.035
N 5.563036 1.893489 -1.455227 0.065 -0.022 -0.014 0.173
C 4.324234 2.304889 -1.141724 -0.052 -0.048 0.026 -0.344
C 3.379555 1.436058 -0.555262 0.018 -0.001 -0.080 -0.054
N 2.159805 1.868546 -0.236068 0.013 0.038 0.084 -0.099
C 1.844138 3.146681 -0.507250 -0.001 -0.012 0.045 -0.094
C 2.790029 3.975048 -1.091195 -0.117 0.007 0.031 -0.073
N 4.008155 3.577467 -1.400818 0.062 -0.063 0.003 0.158
H 5.846387 0.934101 -1.375732 0.000 0.002 -0.004 0.116
H 6.174513 2.538594 -1.928199 -0.004 0.002 0.005 0.126
H 3.596565 0.387329 -0.393559 0.048 -0.002 0.008 0.110
H 0.851594 3.491671 -0.263149 -0.007 0.002 0.013 0.097
H 2.535830 5.003170 -1.315681 -0.003 0.024 -0.006 0.128
I -0.596436 0.334510 6.381880 -0.027 0.005 0.019 1.015
C 0.868756 0.305192 4.924318 0.083 -0.003 -0.127 -0.706
C 2.221169 0.196187 5.236306 -0.098 0.014 -0.020 -0.074
C 3.155647 0.188144 4.211127 -0.015 0.007 -0.105 -0.009
C 2.723755 0.307918 2.906964 0.095 0.112 0.124 -0.084
N 1.416855 0.412120 2.607645 0.203 0.084 -0.149 -0.116
C 0.505023 0.392344 3.590267 -0.202 -0.082 0.162 -0.192
H 2.541001 0.118258 6.266358 -0.002 -0.005 0.025 0.120
H 4.212036 0.103642 4.419628 0.015 -0.004 0.008 0.129
H 3.417514 0.335618 2.076999 0.022 0.000 0.015 0.111
H -0.533246 0.452557 3.284264 0.068 -0.017 0.068 0.108
C -0.710653 1.063549 -0.219990 -0.600 0.402 0.183 -0.362
Ge -2.368137 2.172112 0.198167 -0.024 0.062 -0.064 1.042
C -3.674322 0.816428 0.624007 -0.047 0.030 -0.027 -0.283
C -5.021742 1.094299 0.393807 -0.013 0.059 -0.062 -0.102
C -5.995788 0.159625 0.710870 0.004 -0.039 0.013 -0.055
C -5.632803 -1.064021 1.254535 -0.027 -0.002 -0.007 -0.047
C -4.294846 -1.352087 1.484083 -0.016 -0.017 0.006 -0.061
C -3.321283 -0.416084 1.171529 0.124 -0.030 0.066 -0.102
C -2.736084 3.144860 -1.422916 0.026 0.016 0.027 -0.294
C -2.267732 4.448269 -1.592708 0.049 0.016 0.086 -0.106
C -2.494617 5.126883 -2.780008 -0.009 -0.009 -0.007 -0.064
C -3.186494 4.504058 -3.809063 0.009 0.019 -0.020 -0.055
C -3.655557 3.207737 -3.652535 -0.011 0.008 -0.031 -0.062
C -3.434089 2.530502 -2.463860 -0.009 -0.073 0.039 -0.115
C -1.703314 3.250219 1.667608 0.093 0.002 0.046 -0.269
C -2.489273 4.216014 2.299144 -0.137 -0.089 -0.070 -0.075
C -1.997111 4.934900 3.376298 0.046 0.040 0.080 -0.047
C -0.709926 4.710264 3.847323 0.047 -0.027 -0.012 -0.048
C 0.097483 3.763619 3.230813 -0.122 0.112 0.064 -0.064
C -0.418987 3.060481 2.156684 0.167 -0.165 -0.222 -0.170
H -5.322842 2.039654 -0.043127 0.008 0.022 -0.002 0.107
H -7.037457 0.384980 0.530246 -0.024 0.011 -0.003 0.116
H -6.392407 -1.794005 1.498153 -0.003 -0.024 0.006 0.119
H -4.016514 -2.307371 1.910417 -0.014 0.005 0.016 0.098
H -2.282417 -0.665839 1.359012 0.002 0.028 -0.024 0.068
H -1.739211 4.948824 -0.788053 0.002 -0.002 0.018 0.098
H -2.142804 6.142101 -2.901057 0.011 0.019 0.004 0.113
H -3.368535 5.034481 -4.733263 -0.006 0.014 -0.026 0.116
H -4.204541 2.731255 -4.453004 -0.014 -0.017 -0.012 0.115
H -3.824449 1.525747 -2.345137 -0.004 -0.025 0.016 0.104
H -3.500302 4.408849 1.959528 -0.001 -0.013 -0.017 0.117
H -2.620965 5.676921 3.855321 -0.012 0.011 -0.002 0.120
H -0.332167 5.279709 4.684997 0.004 0.014 0.019 0.118
H 1.110707 3.596602 3.573318 0.022 -0.016 0.003 0.115
H 0.272349 2.364085 1.649100 -0.072 0.045 -0.007 0.023

Calculated max |F| (eV/A), listed in the same order as above: 0.85; 0.78; 0.74
Calculated ΔE to the lowest compared entry with this formula, charge and spin (kJ/mol), listed in the same order as above: 0.0; 23.4; 181.1